(1)
{
  "formula": "C7H12N",
  "method": "ωB97M-V/def2-TZVPD",
  "symbols": ["H", "H", "C", "H", "C", "H", "H", "H", "C", "C", "H", "H", "C", "H", "H", "N", "H", "H", "C", "C"],
  "positions_angstrom": [[0.214, -3.468, 0.229], [2.246, 1.550, -1.124], [-0.102, -2.680, -0.586], [2.218, 2.576, 0.366], [0.654, 0.946, 0.479], [-1.814, 1.257, -1.373], [-3.288, 0.536, -0.569], [-0.878, 1.539, 1.469], [-2.213, 0.645, -0.621], [-1.486, -0.217, 0.075], [1.593, -1.689, 0.086], [-2.000, -0.958, 0.749], [2.035, 1.532, -0.044], [-1.168, -2.469, -0.709], [0.261, 2.787, 1.410], [-0.038, 1.870, 1.126], [2.822, 0.972, 0.491], [0.317, -3.056, -1.463], [0.025, -0.262, 0.157], [0.601, -1.413, -0.147]],
  "fmax_ev_per_a": 5.155,
  "e_homo_ev": -13.737,
  "charge": 1,
  "total_energy_ha": -328.364951,
  "smiles": "C=C/C(=C\\C)C(C)=[NH2+]",
  "gap_ev": 8.86,
  "e_above_lowest_ev": 1.737
}

---

(2)
{
  "formula": "C7H12N",
  "method": "ωB97M-V/def2-TZVPD",
  "symbols": ["H", "H", "N", "C", "H", "C", "C", "H", "C", "H", "C", "H", "C", "H", "H", "H", "H", "H", "H", "C"],
  "positions_angstrom": [[1.413, -1.114, -1.611], [-2.057, 1.997, -0.017], [1.151, 0.522, 0.525], [-2.122, -0.098, 0.053], [-2.096, -1.949, 1.065], [1.351, -0.931, 0.530], [-2.624, -1.182, 0.528], [1.212, 2.572, 0.753], [1.860, 1.736, 0.480], [2.250, 1.895, -0.529], [0.081, -0.146, 0.553], [2.708, 1.681, 1.167], [-2.316, 1.141, -0.641], [-3.382, 1.213, -0.884], [-3.683, -1.373, 0.386], [-1.751, 1.181, -1.572], [2.922, -1.555, -0.789], [1.714, -1.355, 1.460], [1.536, -2.640, -0.728], [1.834, -1.593, -0.727]],
  "fmax_ev_per_a": 2.893,
  "e_homo_ev": -14.187,
  "charge": 1,
  "total_energy_ha": -328.251588,
  "gap_ev": 9.91,
  "e_above_lowest_ev": 4.822
}